1.
The following is a quantum chemistry calculation of C4H7NO in the gas phase at a distorted geometry, from the OMol25 dataset.

Last column: natural (NBO) charge in e.
Atoms and positions in Å:
C -1.607 1.383 -0.177  -0.25
O -0.323 1.041 0.269  -0.54
C 0.203 -0.114 -0.328  -0.05
C 1.036 -0.763 0.789  -0.53
C 1.131 -2.227 0.690  0.28
N 1.146 -3.380 0.590  -0.33
H -1.588 1.706 -1.227  0.17
H -2.307 0.540 -0.057  0.17
H -1.943 2.206 0.455  0.20
H -0.596 -0.804 -0.633  0.18
H 0.780 0.136 -1.235  0.18
H 0.504 -0.511 1.708  0.27
H 2.023 -0.297 0.852  0.25

Calculated total energy, eV: -7798.0198
Energy above the lowest of the compared OMol25 structures with the same formula, charge and spin, kJ/mol: 156.7
SMILES: COCCC#N
HOMO-LUMO gap, eV: 11.25


2.
The following is a quantum chemistry calculation of 2 unconnected molecules or ions with the total composition C32H33N3O3 at a distorted geometry, from the OMol25 dataset.

Last column: Mulliken charge in e.
Atoms and positions in Å:
C -3.508 -0.780 3.125  -1.43
C -3.023 -1.085 1.717  0.88
C -3.938 -2.077 1.014  -1.48
N -1.638 -1.620 1.758  1.01
N -1.411 -2.921 1.876  -1.19
N -0.117 -3.044 1.921  1.13
C 0.559 -4.359 2.031  0.54
C 0.221 -5.206 0.816  -1.44
C 0.158 -5.035 3.331  -1.41
C 0.581 -1.809 1.840  -0.94
C 2.037 -1.631 1.869  -0.69
C 2.731 -1.497 3.087  -0.18
C 4.102 -1.394 3.112  -0.74
C 4.825 -1.421 1.931  -0.33
C 4.168 -1.555 0.718  -0.66
C 2.796 -1.657 0.682  -0.07
C -0.451 -0.842 1.746  2.09
C -0.312 0.511 1.682  -2.16
H -4.527 -0.390 3.124  0.41
H -3.502 -1.688 3.729  0.33
H -2.864 -0.051 3.618  0.34
H -2.984 -0.154 1.132  -0.40
H -4.961 -1.704 0.937  0.42
H -3.578 -2.304 0.010  0.38
H -3.967 -3.015 1.568  0.33
H 1.642 -4.158 2.044  0.10
H 0.714 -6.180 0.850  0.42
H -0.854 -5.375 0.769  0.34
H 0.517 -4.705 -0.107  0.35
H 0.649 -6.002 3.454  0.42
H 0.409 -4.412 4.191  0.35
H -0.919 -5.200 3.347  0.33
H 2.165 -1.489 4.003  0.50
H 4.617 -1.289 4.055  0.39
H 5.901 -1.336 1.955  0.40
H 4.734 -1.578 -0.200  0.39
H 2.281 -1.773 -0.256  0.62
H 0.656 0.968 1.693  0.35
H -1.161 1.160 1.638  0.34
C 3.450 -1.091 -4.447  -0.62
O 2.079 -1.406 -4.489  -0.48
C 1.273 -0.613 -3.684  0.97
C 1.741 0.413 -2.850  -0.51
C 0.871 1.158 -2.103  -0.85
C -0.511 0.943 -2.157  0.52
C -1.430 1.815 -1.434  -0.27
C -1.368 3.165 -1.450  0.51
C -2.237 4.045 -0.666  -0.53
O -3.082 3.694 0.129  -0.66
C -1.867 5.428 -1.009  0.15
C -0.835 5.403 -1.941  -0.18
C -0.275 6.574 -2.413  -0.32
C -0.763 7.777 -1.944  -0.51
C -1.797 7.808 -1.021  -0.44
C -2.356 6.636 -0.546  -0.45
C -0.493 4.014 -2.266  0.72
O 0.349 3.669 -3.066  -0.67
C -0.978 -0.100 -2.963  -0.44
C -0.110 -0.851 -3.710  -0.76
H 3.973 -1.781 -5.111  0.24
H 3.608 -0.070 -4.797  0.34
H 3.830 -1.213 -3.432  0.15
H 2.793 0.633 -2.819  0.41
H 1.232 1.954 -1.475  0.53
H -2.204 1.366 -0.833  0.33
H 0.528 6.520 -3.126  0.50
H -0.332 8.698 -2.301  0.40
H -2.167 8.757 -0.670  0.40
H -3.156 6.643 0.174  0.49
H -2.038 -0.266 -3.031  0.51
H -0.476 -1.626 -4.358  0.47

Calculated total energy, eV: -44329.6571
Energy above the lowest of the compared OMol25 structures with the same formula, charge and spin, kJ/mol: 94.7
HOMO-LUMO gap, eV: 5.29


3.
The following is a quantum chemistry calculation of 3 unconnected molecules or ions with the total composition C19H39IN3O5PS3 at a distorted geometry, from the OMol25 dataset.

Last column: Mulliken charge in e.
Atoms and positions in Å:
C -3.072 1.481 3.645  -0.81
N -2.378 2.590 2.959  -0.28
C -1.180 2.176 2.207  -1.04
P -1.569 1.436 0.469  0.63
C 0.260 0.985 0.293  -0.70
C 0.956 1.443 -1.042  -0.16
C 2.515 1.223 -0.906  -0.28
C 3.044 -0.120 -1.504  -0.94
S 2.554 -1.637 -0.585  -0.19
C 0.952 -2.114 -1.258  0.55
N 0.647 -2.049 -2.556  -0.29
N -0.657 -2.453 -2.654  -0.46
C -1.088 -2.756 -1.444  -0.10
O -0.098 -2.567 -0.505  -0.27
C -2.095 0.611 -1.177  -0.04
C -2.632 1.583 -2.297  -0.77
C -1.738 2.837 -2.594  -0.88
I -4.738 2.119 -1.973  0.00
H -3.537 1.852 4.599  0.27
H -3.938 1.156 3.001  0.28
H -2.440 0.583 3.819  0.29
H -3.009 3.170 2.410  0.30
H -0.664 1.356 2.776  0.38
H -0.476 3.059 2.144  0.25
H -2.402 0.479 1.160  -0.12
H -2.188 2.689 0.145  -0.12
H 0.356 -0.108 0.495  0.09
H 0.811 1.503 1.123  0.51
H 0.612 0.911 -1.958  0.21
H 0.786 2.546 -1.155  0.33
H 3.002 2.042 -1.503  0.39
H 2.835 1.409 0.152  -0.04
H 2.727 -0.247 -2.567  0.41
H 4.165 -0.079 -1.472  0.46
H -2.110 -3.098 -1.177  0.57
H -2.953 -0.072 -0.921  0.69
H -1.317 -0.054 -1.635  -0.58
H -2.650 0.986 -3.246  0.59
H -1.320 3.340 -1.695  0.18
H -2.349 3.572 -3.172  0.43
H -0.857 2.528 -3.220  0.23
O 4.842 3.581 -0.550  -0.56
S 5.864 3.873 0.427  1.09
O 7.258 3.602 0.180  -0.70
C 5.684 5.574 0.943  -0.72
C 4.706 5.513 2.111  -0.56
C 5.138 4.308 2.953  -0.69
C 5.385 3.141 1.992  -0.33
H 5.324 6.177 0.112  0.39
H 6.664 5.928 1.268  0.35
H 4.717 6.437 2.691  0.34
H 3.689 5.358 1.740  0.30
H 6.063 4.548 3.485  0.29
H 4.389 4.049 3.702  0.37
H 6.183 2.490 2.344  0.40
H 4.477 2.560 1.828  0.02
O -4.671 -4.621 -0.397  -0.63
S -4.336 -5.932 0.107  1.14
O -4.751 -6.383 1.411  -0.69
C -4.821 -7.148 -1.108  -0.71
C -3.603 -7.279 -2.017  -0.57
C -2.388 -7.304 -1.084  -0.71
C -2.569 -6.174 -0.066  0.28
H -5.714 -6.812 -1.631  0.40
H -5.021 -8.082 -0.582  0.36
H -3.659 -8.176 -2.633  0.33
H -3.539 -6.414 -2.683  0.31
H -2.348 -8.265 -0.564  0.33
H -1.454 -7.191 -1.635  0.35
H -2.144 -6.433 0.903  0.41
H -2.135 -5.241 -0.424  -0.52

Calculated total energy, eV: -84933.4718
SMILES: CNC[PH2](CCCCSc1nnco1)C[C@H](C)I.O=S1(=O)CCCC1.O=S1(=O)CCCC1
HOMO-LUMO gap, eV: 7.54